Entry 1:
One molecule with the formula C4H8O3, computed with ωB97M-V/def2-TZVPD.

Computed properties:
Total energy = -10419.6749 eV
LUMO level = 0.8 eV
ΔE to the lowest compared entry with this formula, charge and spin = 30.6 kcal/mol
Gap between HOMO and LUMO = 11.216 eV
HOMO level = -10.42 eV

```
15
C4H8O3 | the OMol25 dataset | ωB97M-V/def2-TZVPD
O -1.049 -0.244 -1.727
C 0.362 -0.323 -1.794
C 0.990 -0.460 -0.395
C 0.254 0.455 0.553
O 0.195 1.661 0.376
C -0.527 -0.175 1.685
O -1.214 0.778 2.431
H -1.272 0.664 -1.473
H 0.780 0.550 -2.309
H 0.590 -1.212 -2.390
H 2.046 -0.167 -0.430
H 0.930 -1.495 -0.042
H -1.212 -0.904 1.216
H 0.170 -0.753 2.314
H -1.043 1.626 1.984
```

Löwdin population analysis, charges in e, atoms 1 to 2: -0.0603, -0.2464

---

Entry 2:
A 9-piece molecular cluster, C5H28N2O9 overall at a distorted geometry, computed with ωB97M-V/def2-TZVPD.

Computed properties:
Total energy = -27044.8577 eV
LUMO level = 0.1 eV
ΔE to the lowest compared entry with this formula, charge and spin = 119.6 kcal/mol
Gap between HOMO and LUMO = 8.701 eV
HOMO level = -8.62 eV

```
44
C5H28N2O9 | the OMol25 dataset | ωB97M-V/def2-TZVPD
C 0.637 2.891 2.028
C -0.225 1.664 2.049
N 0.247 0.315 2.409
C -0.821 -0.694 2.258
C 1.372 0.066 1.580
C 1.237 0.302 -0.031
N 1.379 -0.804 -0.911
O -1.443 1.696 2.110
H 1.660 2.755 1.761
H 0.257 3.675 1.402
H 0.624 3.245 3.050
H -1.438 -0.726 3.200
H -0.358 -1.621 2.105
H -1.562 -0.664 1.490
H 2.270 0.630 1.802
H 1.650 -1.012 1.688
H 0.317 0.842 -0.216
H 2.106 1.167 -0.058
H 1.208 -1.686 -0.478
H 0.652 -0.727 -1.628
H -0.757 -3.366 -0.740
H -0.119 -4.509 0.031
O -0.002 -3.529 -0.031
H 4.195 2.131 0.153
H 4.350 0.594 0.153
O 4.192 1.349 0.722
H -1.984 -2.247 -1.430
H -2.336 -2.835 -2.977
O -1.509 -2.678 -2.362
H -3.024 -0.614 -0.737
H -2.454 -1.240 0.494
O -2.948 -1.536 -0.377
H 0.141 -1.130 -3.507
H -1.220 -1.047 -2.717
O -0.512 -0.392 -3.231
H -2.175 1.123 -2.388
H -2.258 1.484 -0.912
O -1.918 0.754 -1.528
H 3.300 -0.381 -1.663
H 4.507 0.317 -2.345
O 4.186 -0.127 -1.466
H -4.309 1.898 -0.144
H -3.354 2.124 1.106
O -3.762 2.544 0.284
```

Löwdin population analysis, charges in e, atoms 1 to 2: 0.0336, -0.4202

---

Entry 3:
A 12-piece molecular cluster, C41H82O17S5 overall at a distorted geometry, computed with ωB97M-V/def2-TZVPD.

Computed properties:
Total energy = -132827.6506 eV
LUMO level = 0.1 eV
ΔE to the lowest compared entry with this formula, charge and spin = 0.0 kcal/mol
Gap between HOMO and LUMO = 9.076 eV
HOMO level = -8.98 eV

```
145
C41H82O17S5 | the OMol25 dataset | ωB97M-V/def2-TZVPD
C 24.681 -22.547 -7.651
C 24.583 -21.075 -7.953
O 23.687 -20.384 -7.478
C 25.572 -20.476 -8.899
H 24.686 -23.164 -8.564
H 23.795 -22.882 -7.105
H 25.591 -22.824 -7.114
H 25.812 -19.459 -8.592
H 25.092 -20.368 -9.880
H 26.475 -21.070 -9.014
C 19.112 -17.899 -9.792
C 20.475 -17.364 -10.125
O 20.669 -16.310 -10.580
C 21.600 -18.291 -9.842
H 19.028 -18.898 -10.230
H 18.294 -17.279 -10.146
H 18.998 -17.936 -8.702
H 22.460 -17.872 -10.368
H 21.490 -19.292 -10.230
H 21.795 -18.330 -8.769
C 23.506 -22.352 0.614
C 24.556 -21.478 0.005
O 25.708 -21.722 0.217
C 24.130 -20.264 -0.756
H 22.830 -22.742 -0.144
H 22.978 -21.797 1.395
H 23.983 -23.178 1.138
H 24.742 -20.239 -1.665
H 24.280 -19.331 -0.218
H 23.086 -20.323 -1.078
C 17.527 -19.230 -1.855
C 16.317 -19.935 -2.396
O 15.251 -19.759 -1.976
C 16.569 -20.921 -3.519
H 17.361 -18.704 -0.925
H 17.797 -18.511 -2.648
H 18.344 -19.948 -1.778
H 16.761 -21.860 -2.994
H 17.347 -20.607 -4.206
H 15.617 -20.968 -4.053
C 15.208 -21.587 -7.369
C 15.602 -21.422 -8.794
O 16.753 -21.539 -9.136
C 14.540 -21.057 -9.781
H 14.772 -22.555 -7.152
H 14.572 -20.777 -7.013
H 16.142 -21.484 -6.806
H 13.684 -21.722 -9.751
H 14.998 -21.145 -10.776
H 14.292 -19.996 -9.722
C 19.581 -26.728 -4.449
C 18.144 -26.662 -3.980
O 17.797 -27.403 -3.145
C 17.256 -25.688 -4.623
H 19.910 -25.785 -4.888
H 19.690 -27.585 -5.117
H 20.237 -26.938 -3.605
H 16.416 -25.462 -3.974
H 16.966 -26.056 -5.605
H 17.811 -24.748 -4.733
C 23.873 -25.884 -4.574
C 23.479 -25.431 -3.183
O 22.946 -26.191 -2.413
C 23.970 -24.109 -2.736
H 23.421 -26.863 -4.744
H 24.957 -26.042 -4.580
H 23.560 -25.227 -5.381
H 25.067 -24.195 -2.778
H 23.615 -23.910 -1.733
H 23.799 -23.224 -3.354
C 22.590 -16.593 -2.715
C 23.160 -16.271 -1.321
C 24.625 -15.818 -1.432
S 25.229 -16.442 -3.021
O 26.199 -17.463 -2.841
O 25.481 -15.320 -3.885
C 23.683 -17.289 -3.469
H 22.352 -15.642 -3.200
H 21.721 -17.246 -2.728
H 23.163 -17.193 -0.726
H 22.535 -15.581 -0.763
H 25.215 -16.368 -0.708
H 24.744 -14.744 -1.418
H 23.857 -18.305 -3.122
H 23.753 -17.235 -4.558
C 20.087 -25.042 0.336
C 19.915 -25.555 -1.108
C 20.052 -24.300 -1.948
S 19.052 -23.112 -1.066
O 17.688 -23.113 -1.479
O 19.690 -21.815 -0.951
C 19.050 -23.987 0.527
H 21.093 -24.646 0.514
H 20.010 -25.916 0.987
H 18.864 -25.862 -1.114
H 20.587 -26.333 -1.435
H 19.591 -24.331 -2.933
H 21.066 -23.905 -1.973
H 18.039 -24.323 0.720
H 19.293 -23.221 1.260
C 18.197 -13.725 -6.297
C 17.957 -14.180 -4.847
C 17.216 -15.464 -4.973
S 18.076 -16.348 -6.245
O 17.198 -17.129 -7.042
O 19.252 -16.966 -5.656
C 18.710 -14.891 -7.075
H 19.009 -12.997 -6.302
H 17.273 -13.295 -6.669
H 17.421 -13.420 -4.295
H 18.959 -14.283 -4.427
H 16.214 -15.233 -5.325
H 17.216 -16.106 -4.098
H 18.482 -14.817 -8.138
H 19.787 -15.047 -7.044
C 20.840 -19.638 -4.675
C 20.696 -19.865 -6.170
C 20.469 -21.300 -6.512
S 20.588 -22.204 -4.964
O 21.451 -23.351 -5.116
O 19.239 -22.319 -4.485
C 21.559 -20.893 -4.190
H 19.889 -19.615 -4.138
H 21.431 -18.770 -4.406
H 21.631 -19.566 -6.648
H 19.969 -19.210 -6.652
H 21.231 -21.731 -7.169
H 19.559 -21.667 -7.002
H 22.545 -21.022 -4.632
H 21.505 -21.111 -3.121
C 20.511 -21.689 -10.538
C 19.897 -23.011 -10.093
C 19.160 -23.511 -11.343
S 20.121 -22.966 -12.761
O 19.328 -22.174 -13.658
O 20.849 -24.073 -13.248
C 21.265 -21.908 -11.836
H 21.110 -21.236 -9.738
H 19.737 -20.911 -10.627
H 19.107 -22.729 -9.397
H 20.579 -23.739 -9.677
H 18.211 -22.967 -11.317
H 18.884 -24.558 -11.340
H 21.459 -21.025 -12.436
H 22.146 -22.541 -11.742
```

Löwdin population analysis, charges in e, atoms 1 to 2: -0.0145, -0.4753

---

Entry 4:
H11HfO6 as an isolated structure at a distorted geometry, computed with ωB97M-V/def2-TZVPD.

Computed properties:
Total energy = -13741.5980 eV
LUMO level = -13.4 eV
Net charge = +3
Gap between HOMO and LUMO = 10.000 eV
HOMO level = -23.43 eV

```
18
H11HfO6 | the OMol25 dataset | ωB97M-V/def2-TZVPD
Hf -33.718 1.134 20.806
O -35.202 1.889 21.690
H -35.774 2.615 22.018
O -33.839 -0.614 21.958
H -33.535 -0.500 22.822
H -33.966 -1.582 21.845
O -34.220 2.392 19.157
H -34.420 2.226 18.246
H -34.389 3.339 19.317
O -33.448 4.253 21.472
H -33.240 4.791 22.223
H -33.905 4.901 20.864
O -35.317 -0.084 19.738
H -35.257 -0.910 19.224
H -36.217 0.232 19.584
O -32.757 1.692 22.719
H -32.870 2.552 23.096
H -31.897 1.357 23.009
```

Löwdin population analysis, charges in e, atoms 1 to 2: 1.9924, -0.2176

---

Entry 5:
C21H19N3OZr as an isolated structure at a distorted geometry, computed with ωB97M-V/def2-TZVPD.

Computed properties:
Total energy = -29871.8464 eV
LUMO level = -7.6 eV
Net charge = +2
Gap between HOMO and LUMO = 6.797 eV
HOMO level = -14.41 eV

```
45
C21H19N3OZr | the OMol25 dataset | ωB97M-V/def2-TZVPD
Zr -1.068 0.004 0.791
C -2.201 -4.232 -0.457
C -2.242 -2.975 0.134
N -1.342 -2.028 -0.126
C -0.301 -2.289 -0.991
C -0.182 -3.556 -1.600
C -1.172 -4.520 -1.318
C 0.914 -3.817 -2.449
C 1.855 -2.851 -2.633
C 1.733 -1.584 -2.026
C 0.648 -1.256 -1.250
N 0.365 0.005 -0.641
C 0.645 1.264 -1.253
C 1.724 1.591 -2.038
C 1.845 2.857 -2.645
C 0.908 3.826 -2.453
C -0.184 3.566 -1.599
C -1.171 4.531 -1.312
C -2.198 4.244 -0.447
C -2.239 2.986 0.142
N -1.340 2.039 -0.122
C -0.302 2.299 -0.989
H -2.965 -4.958 -0.220
H -3.029 -2.728 0.840
H -1.104 -5.495 -1.785
H 1.002 -4.785 -2.925
H 2.721 -3.041 -3.252
H 2.536 -0.890 -2.189
H 2.523 0.893 -2.210
H 2.706 3.046 -3.270
H 0.996 4.794 -2.928
H -1.103 5.506 -1.778
H -2.960 4.970 -0.208
H -3.024 2.739 0.849
C 0.654 -1.282 4.281
C 0.680 -0.013 3.457
C 0.680 1.253 4.285
O -0.537 0.000 2.621
H 1.566 -1.359 4.873
H 0.589 -2.161 3.638
H -0.194 -1.268 4.965
H 1.511 -0.021 2.746
H -0.169 1.253 4.969
H 0.632 2.134 3.645
H 1.593 1.310 4.877
```

Löwdin population analysis, charges in e, atoms 1 to 2: 1.9868, -0.0044

---

Entry 6:
C7H11Cl as an isolated structure at a distorted geometry, computed with ωB97M-V/def2-TZVPD.

Computed properties:
Total energy = -19956.0365 eV
LUMO level = 0.9 eV
ΔE to the lowest compared entry with this formula, charge and spin = 78.2 kcal/mol
Gap between HOMO and LUMO = 8.672 eV
HOMO level = -7.79 eV

```
19
C7H11Cl | the OMol25 dataset | ωB97M-V/def2-TZVPD
C -0.413 0.357 0.928
C -0.271 0.866 2.120
C 0.389 0.562 -0.335
C -1.237 -0.467 0.096
C 0.446 1.767 -1.243
C 1.578 -0.499 -0.417
C -1.119 -1.983 -0.032
Cl -2.631 0.385 -0.490
H -0.957 0.480 2.878
H 0.543 1.581 2.367
H 0.453 1.412 -2.360
H 1.235 2.300 -0.887
H -0.520 2.253 -1.011
H 2.192 -0.132 -1.178
H 1.363 -1.466 -0.663
H 2.228 -0.388 0.424
H -0.198 -2.356 -0.486
H -1.862 -2.291 -0.661
H -1.219 -2.380 0.950
```

Löwdin population analysis, charges in e, atoms 1 to 2: -0.4159, 0.0720

---

- Among the records above, which one has the highest total energy?
  C4H8O3

---

- The lowest LUMO level belongs to which entry?
  H11HfO6